100
Properties=species:S:1:pos:R:3:forces:R:3 method="wB97M-V/def2-TZVPD" lumo_ha=0.0141 total_charge=0 smiles=CCN[C@@](I)(O[C@@H](COC)P(C)CC)[C@](CCO)(NCOCCOCC)OCCOCC.c1ccncc1.c1ccncc1 homo_lumo_gap_ev=8.5 mol_weight_g_mol=754.7
I 1.228485 -0.149594 -2.173713 0.166 0.157 -0.084
P -2.309151 -3.346467 0.312979 -0.192 -0.551 -0.339
O -0.993668 3.102706 -5.412967 -0.063 0.041 -0.159
O -1.422946 -1.750382 -3.095845 -0.048 0.013 0.116
O 0.341089 1.948760 0.189083 -0.163 0.108 0.067
O -0.190465 -1.638187 0.081845 -0.117 0.307 -0.134
O 1.981723 3.842408 -0.271266 0.167 0.194 -0.049
O -2.678453 2.500572 -2.260440 -0.013 0.031 0.124
O -1.916136 -0.503787 3.462658 0.175 -0.295 -0.144
N -5.152017 -5.971622 2.273471 -0.012 0.021 -0.002
N -1.386538 1.060618 -1.006703 -0.293 0.047 0.364
N 6.659414 5.381038 1.979717 0.015 0.016 0.031
N 1.574282 -0.306405 0.746465 -0.299 -0.510 0.118
C 0.371468 3.075666 -5.019201 -0.152 -0.053 -0.224
C 6.398339 5.918580 3.168479 -0.037 0.027 -0.029
C -2.322030 2.182859 -3.600849 -0.196 -0.020 -0.083
C 1.193789 2.542242 -6.169976 -0.102 -0.023 0.139
C -6.040951 -6.626740 3.016393 0.034 0.017 0.043
C -7.141112 -7.288312 2.492117 -0.003 -0.001 -0.017
C -1.346761 -2.023800 -0.667769 -0.362 -0.643 0.365
C -1.568109 2.454133 -1.396181 -0.158 -0.063 -0.470
C 2.858939 -2.369147 0.055235 0.042 -0.171 0.279
C -1.367027 -3.712230 1.831336 0.273 -0.086 0.137
C 4.361644 3.502109 0.226871 -0.393 -0.302 0.062
C -0.104170 -4.545496 1.528131 -0.333 -0.034 0.234
C -1.420755 0.632403 1.381932 -0.001 -0.421 0.164
C 7.991720 4.538906 4.276162 0.008 -0.007 0.015
C -0.869412 0.086110 2.699821 -0.196 0.471 0.208
C 3.092171 2.961697 -0.418631 -0.095 -0.218 -0.024
C -5.346459 -5.961845 0.956172 0.067 0.061 0.020
C -2.473048 -2.257839 -3.889250 0.064 0.213 -0.093
C -0.521694 0.835233 0.153990 0.052 0.042 -0.597
C 2.238398 -1.547873 1.168985 0.348 0.174 0.082
C 8.274221 3.968481 3.045799 -0.006 0.005 0.018
C 7.032962 5.536693 4.341203 0.007 -0.016 0.001
C -1.011796 -2.612854 -2.047307 -0.105 0.226 -0.162
C 0.534130 2.690350 1.363988 0.468 0.064 -0.028
C -6.415210 -6.588271 0.332715 -0.013 -0.018 0.025
C 0.425798 -0.403389 -0.111521 0.235 0.235 0.345
C -3.823043 -2.511262 0.944741 0.269 0.412 -0.295
C 7.583002 4.424638 1.933257 -0.016 -0.005 -0.067
C -7.331115 -7.266650 1.119822 -0.016 -0.007 -0.006
C -1.858253 3.431811 -4.349391 0.111 -0.192 0.234
C 1.459890 3.890559 1.021775 -0.241 0.076 -0.046
H -0.399425 3.088691 1.766136 -0.127 -0.123 0.083
H -2.056260 -4.326704 2.414370 -0.112 0.062 0.030
H -2.090429 -2.922804 -4.667017 -0.045 -0.190 0.012
H 5.227657 3.060546 -0.261645 0.136 0.073 -0.003
H 0.677265 4.096859 -4.771406 0.076 0.038 0.141
H 4.401824 3.224197 1.279512 0.126 0.130 0.100
H -8.178373 -7.769894 0.672098 -0.003 -0.002 0.000
H 3.217897 2.829555 -1.491261 -0.013 0.136 -0.069
H -0.423298 0.892157 3.288302 0.214 -0.047 -0.019
H 5.640757 6.694878 3.178476 0.009 0.009 0.034
H 7.776218 4.003841 0.952354 0.021 -0.023 0.014
H -1.141782 -2.847908 2.450454 0.012 0.241 -0.078
H 2.824427 1.975884 -0.024826 0.078 -0.033 -0.010
H -1.804448 3.118122 -0.561335 0.074 0.079 0.063
H -7.830005 -7.805958 3.145310 0.003 0.002 0.015
H 9.014395 3.186459 2.946991 0.003 -0.003 -0.015
H -0.676071 2.794370 -1.921155 0.186 0.163 0.219
H 0.721967 -4.234614 2.161526 0.157 0.069 -0.081
H 0.188835 -4.479255 0.482458 0.190 0.068 -0.039
H -2.716724 3.965314 -4.753720 0.011 0.067 -0.096
H -1.552138 1.409386 -3.625501 0.107 -0.051 0.041
H 3.450499 -3.161396 0.518437 -0.002 -0.048 -0.010
H -4.603648 -5.422101 0.379968 0.022 -0.002 -0.098
H 2.251141 2.699162 -5.965194 0.086 -0.023 -0.051
H -1.520344 -3.567957 -2.164965 0.072 -0.160 0.052
H -3.227634 -2.772352 -3.290514 -0.042 -0.110 0.023
H 0.496940 2.437744 -4.138584 0.052 0.052 0.128
H -3.695172 -1.457469 1.189614 0.021 -0.016 0.204
H 2.245118 3.957641 1.779368 0.086 0.001 0.034
H 8.509927 4.211973 5.168384 0.002 -0.001 0.003
H 3.052563 -1.224333 1.822649 -0.034 0.084 0.027
H -5.859576 -6.618949 4.085671 -0.029 -0.021 0.005
H 0.066037 -2.769744 -2.099969 0.038 -0.086 -0.075
H 1.020147 2.076061 2.128309 -0.067 -0.008 0.124
H -4.578906 -2.579593 0.163152 -0.125 -0.033 0.070
H 6.780452 6.011424 5.279370 -0.011 0.010 -0.001
H 2.109785 -2.847147 -0.569954 -0.016 0.090 -0.159
H 1.313168 0.182532 1.590048 0.110 0.254 -0.095
H -2.948630 -1.409525 -4.378045 0.003 0.059 -0.027
H -2.184146 -0.086515 1.081267 0.085 -0.033 -0.026
H 0.922605 3.055312 -7.090014 0.052 0.075 -0.060
H 3.530195 -1.764120 -0.547159 -0.058 0.044 -0.163
H -1.359629 4.089056 -3.628699 0.031 0.123 -0.041
H 4.391731 4.585429 0.147476 0.181 0.064 -0.071
H -0.120706 -0.680776 2.541047 -0.101 -0.240 0.016
H 0.883586 4.813268 1.081023 -0.042 0.026 -0.046
H -2.049114 -1.206966 -0.832622 0.147 0.069 0.001
H -1.955887 1.564325 1.575648 0.003 0.092 -0.101
H -6.522832 -6.544149 -0.742279 0.016 0.005 -0.007
H -2.322721 0.717932 -0.825662 0.010 -0.038 0.003
H -2.423773 0.195472 3.872661 -0.184 0.165 0.118
H -4.166050 -3.048671 1.826182 -0.068 -0.061 0.031
H -0.290365 -5.594432 1.754740 0.006 -0.065 -0.137
H 1.017604 1.477162 -6.306142 -0.010 -0.065 -0.030
H 1.593609 -2.175764 1.786786 -0.208 -0.115 -0.081
H -3.219411 1.777922 -4.066249 -0.008 -0.075 -0.043